Entry 1:
Entry from the Open Molecules 2025 dataset: C2H5FO2 in the gas phase (wB97M-V/def2-TZVPD).

Calculated values
E_HOMO: -11.23 eV
structure (SMILES): CC(O)(O)F
orbital gap: 12.0 eV

Element x y z (Å)
H: 0.145 -2.368 -1.038
H: 0.013 -1.132 1.788
H: 0.741 0.864 -0.805
F: -1.508 -1.114 0.413
H: -1.129 0.894 -0.782
C: -0.229 0.700 -0.286
O: 0.043 -1.438 -1.124
H: -0.292 1.075 0.664
C: -0.238 -0.792 -0.052
O: 0.667 -1.130 1.143

And the Löwdin charges, in e, turn out to be: 0.124 0.035 0.123 0.037 0.078 0.041 0.154 0.059 -0.675 0.026

Entry 2:
Entry from the Open Molecules 2025 dataset: 2 unconnected molecules or ions with the total composition C2H5FO2 (wB97M-V/def2-TZVPD).

Calculated values
E_HOMO: -8.97 eV
orbital gap: 9.6 eV

Element x y z (Å)
C: 1.545 0.314 -0.117
F: -1.767 0.951 -0.386
C: -1.203 -0.041 0.294
H: 1.473 0.150 0.974
O: -1.774 -1.208 0.221
H: -2.093 -1.389 -0.679
H: 1.603 1.400 -0.304
H: -0.794 0.258 1.249
O: 0.523 -0.286 -0.811
H: 2.488 -0.149 -0.440

And the Löwdin charges, in e, turn out to be: -0.280 0.102 -0.235 0.063 0.133 0.151 0.071 0.149 -0.229 0.075

Entry 3:
Entry from the Open Molecules 2025 dataset: C2H5FOS in the gas phase (wB97M-V/def2-TZVPD).

Calculated values
E_HOMO: -9.94 eV
orbital gap: 10.4 eV

Element x y z (Å)
H: 0.535 0.466 -1.324
C: 0.208 0.606 -0.271
H: 0.241 -0.881 1.337
F: -1.975 0.285 -1.730
H: 0.538 1.597 -0.069
C: 0.900 -0.465 0.570
S: -1.565 0.527 -0.161
H: 1.837 -0.063 0.991
O: -2.088 -0.832 0.741
H: 1.369 -1.240 -0.084

And the Löwdin charges, in e, turn out to be: 0.102 -0.424 0.058 -0.347 0.069 -0.144 1.046 0.076 -0.524 0.089

Entry 4:
Entry from the Open Molecules 2025 dataset: 2 unconnected molecules or ions with the total composition C2H5FS2 (wB97M-V/def2-TZVPD).

Calculated values
E_HOMO: -9.49 eV
structure (SMILES): C=CF.SS
orbital gap: 10.0 eV

Element x y z (Å)
H: -1.101 3.368 0.286
H: 1.705 1.849 -0.108
H: 1.189 -1.199 0.122
H: -1.229 1.569 1.189
S: 2.288 -0.550 0.732
F: -1.938 0.453 -1.265
C: -1.690 1.719 -0.893
C: -1.387 2.221 0.287
S: 2.572 0.926 -0.546
H: -1.923 2.255 -1.874

And the Löwdin charges, in e, turn out to be: 0.105 -0.223 -0.153 0.078 0.170 -0.011 -0.275 -0.016 0.194 0.131

Entry 5:
Entry from the Open Molecules 2025 dataset: 2 unconnected molecules or ions with the total composition C2H5I2NS (wB97M-V/def2-TZVPD).

Calculated values
E_HOMO: -8.43 eV
structure (SMILES): S/C=C/I.NI
orbital gap: 8.3 eV

Element x y z (Å)
N: -3.342 0.944 -0.862
H: 1.342 1.786 -2.160
H: -0.154 0.298 0.340
C: 0.253 0.444 -0.634
S: 1.184 1.987 -0.895
H: 0.311 -0.014 -2.693
I: -1.175 -2.027 -1.749
I: -2.979 0.008 0.892
H: -3.490 0.374 -1.679
C: -0.056 -0.245 -1.783
H: -4.271 1.394 -0.842

And the Löwdin charges, in e, turn out to be: -0.538 -0.180 -0.038 -0.593 0.721 -0.038 0.738 0.712 -0.049 -0.715 -0.020

Entry 6:
Entry from the Open Molecules 2025 dataset: 2 unconnected molecules or ions with the total composition C2H5IN (wB97M-V/def2-TZVPD).

Calculated values
E_HOMO (alpha / beta): -14.11 / -14.57 eV
net charge: +1
orbital gap (alpha / beta): 9.4 / 8.2 eV

Element x y z (Å)
N: 0.372 -0.351 -0.651
H: 1.029 1.224 0.839
H: -0.142 1.844 -0.348
H: 0.460 -1.879 1.928
H: 1.222 -1.024 -0.562
I: -2.673 -0.230 -0.131
C: -0.633 -0.278 0.317
C: 0.285 0.846 0.183
H: 0.081 -0.152 -1.575

And the Löwdin charges, in e, turn out to be: 0.031 0.115 0.188 0.182 0.231 0.997 -0.750 -0.136 0.143

Largest force on an atom / eV Å⁻¹: 4.41 4.05 7.17 3.32 5.65 4.36